<a>
This record from the OMol25 dataset describes an isolated molecule of C4H6N2O2. The level of theory is the ωB97M-V functional and the def2-TZVPD basis.

XYZ file:
```
14
C4H6N2O2 the ωB97M-V functional and the def2-TZVPD basis
O -0.693 0.531 1.447
O 0.741 1.270 0.133
N 0.037 0.260 -0.682
N -1.353 -1.429 0.494
C 0.893 -0.334 -1.605
C 0.467 1.474 1.411
C 0.617 -1.643 -1.906
C -0.703 -0.258 0.386
H -0.229 -1.971 -1.081
H 1.535 0.547 -2.098
H -2.058 -1.671 1.270
H 0.054 2.573 1.351
H 0.780 -2.322 -2.796
H 1.097 1.186 2.321
```

Summary:
SMILES: [H]/N=C1\OCON1C=C
Molar mass, g mol⁻¹: 114.104
Total charge: 0
HOMO energy, eV: -8.92
LUMO level, eV: 0.78

=====

<b>
This record from the OMol25 dataset describes an isolated molecule of C4H6N2O2. The level of theory is the ωB97M-V functional and the def2-TZVPD basis.

XYZ file:
```
14
C4H6N2O2 the ωB97M-V functional and the def2-TZVPD basis
O -1.614 0.741 0.015
O -0.738 -1.400 -0.019
N 2.524 -0.098 -0.008
N 0.267 -0.410 0.006
C -0.277 0.849 0.013
C -1.938 -0.633 -0.005
C 0.359 2.043 0.006
C 1.532 -0.882 0.012
H 1.436 2.150 -0.026
H -2.451 -0.926 -0.944
H -0.262 2.917 -0.122
H 1.514 -1.992 -0.040
H -2.419 -0.920 0.975
H 3.401 -0.660 0.050
```

Summary:
SMILES: [H]/N=C/N1OCOC1=C
Molar mass, g mol⁻¹: 114.104
Total charge: 0
HOMO energy, eV: -8.08
LUMO level, eV: 0.78

=====

<c>
This record from the OMol25 dataset describes a structure of composition C4H6N2O2. The level of theory is the ωB97M-V functional and the def2-TZVPD basis.

XYZ file:
```
14
C4H6N2O2 the ωB97M-V functional and the def2-TZVPD basis
O 2.422 -0.387 0.265
O -0.569 2.092 -0.075
N -0.773 0.594 -0.297
N 1.404 0.577 0.088
C -1.282 -1.415 0.028
C 0.383 -0.231 -0.072
C -1.927 -0.080 0.366
C -0.001 -1.593 -0.266
H 3.231 0.283 0.042
H 0.520 2.265 -0.788
H 0.839 -2.403 -0.726
H -2.238 0.098 1.431
H -2.909 0.235 -0.096
H -1.715 -2.402 -0.264
```

Summary:
Molar mass, g mol⁻¹: 114.104
Total charge: 0
HOMO energy, eV: -8.30
LUMO level, eV: 0.61

=====

Which structure wins on stability? <b> wins.

=====

<a>
This record from the OMol25 dataset describes an isolated molecule of C4H6N2O2. The level of theory is the ωB97M-V functional and the def2-TZVPD basis.

XYZ file:
```
14
C4H6N2O2 the ωB97M-V functional and the def2-TZVPD basis
O 0.881 1.055 1.172
O -1.254 1.696 0.728
N -1.577 -0.164 -1.319
N 1.573 -1.060 0.537
C -0.234 0.852 0.373
C 0.647 -1.126 -0.590
C -0.349 0.011 -0.664
C 1.750 -0.064 1.263
H -2.207 -0.986 -1.386
H -0.833 2.383 1.167
H 1.296 -1.261 -1.575
H -2.028 0.729 -1.294
H -0.045 -1.974 -0.480
H 2.380 -0.090 2.069
```

Summary:
SMILES: NC1=C(O)OC=NC1
Molar mass, g mol⁻¹: 114.104
Total charge: 0
HOMO energy, eV: -7.65
LUMO level, eV: 0.74

=====

<b>
This record from the OMol25 dataset describes a structure of composition C4H6N2O2. The level of theory is the ωB97M-V functional and the def2-TZVPD basis.

XYZ file:
```
14
C4H6N2O2 the ωB97M-V functional and the def2-TZVPD basis
O -1.086 1.294 -0.214
O -3.129 0.054 -0.165
N 0.987 2.290 0.010
N 0.473 -0.174 -0.157
C -1.715 0.171 -0.152
C 1.599 -1.109 -0.077
C -0.691 -0.782 0.100
C 0.198 1.223 -0.111
H -3.483 0.668 0.912
H -0.959 -1.884 0.211
H 2.043 2.125 0.107
H 1.180 -2.100 -0.350
H 2.245 -0.871 0.923
H 2.339 -0.905 -1.036
```

Summary:
Molar mass, g mol⁻¹: 114.104
Total charge: 0
HOMO energy, eV: -7.40
LUMO level, eV: -0.08

=====

<c>
This record from the OMol25 dataset describes an isolated molecule of C4H6N2O2. The level of theory is the ωB97M-V functional and the def2-TZVPD basis.

XYZ file:
```
14
C4H6N2O2 the ωB97M-V functional and the def2-TZVPD basis
O -1.104 -2.993 0.443
O -2.536 -1.301 0.588
N 0.978 -1.104 0.001
N 0.660 1.160 0.193
C -0.768 0.630 -0.151
C 1.414 0.043 0.332
C -1.417 -1.708 0.357
C -0.544 -0.825 -0.421
H 0.753 1.991 0.693
H -1.353 0.570 0.755
H -0.365 -3.438 -0.004
H -1.262 1.232 -0.892
H 2.365 0.297 0.797
H -0.592 -1.213 -1.378
```

Summary:
SMILES: O=C(O)[C@H]1CNC=N1
Molar mass, g mol⁻¹: 114.104
Total charge: 0
HOMO energy, eV: -9.17
LUMO level, eV: 0.71

=====

<d>
This record from the OMol25 dataset describes a structure of composition C4H6N2O2. The level of theory is the ωB97M-V functional and the def2-TZVPD basis.

XYZ file:
```
14
C4H6N2O2 the ωB97M-V functional and the def2-TZVPD basis
O -3.160 0.892 0.433
O 2.297 0.445 -0.706
N -1.440 -0.598 -0.363
N -0.334 1.580 -0.450
C -2.726 -0.240 -0.073
C 1.161 -0.264 -0.099
C -0.170 0.295 -0.179
C 2.294 0.030 0.865
H 1.043 -1.322 -0.659
H -1.292 -1.683 -0.186
H 0.755 1.884 -0.492
H 2.250 1.070 1.515
H 2.814 -0.855 1.009
H -3.494 -1.233 -0.616
```

Summary:
Molar mass, g mol⁻¹: 114.104
Total charge: 0
HOMO energy, eV: -9.89
LUMO level, eV: 0.17

=====

Which structure wins on stability? <c> wins.

=====

<a>
This record from the OMol25 dataset describes an isolated molecule of C4H6N2O2. The level of theory is the ωB97M-V functional and the def2-TZVPD basis.

XYZ file:
```
14
C4H6N2O2 the ωB97M-V functional and the def2-TZVPD basis
O -1.509 1.598 -1.827
O -1.395 -0.187 1.824
N -1.669 0.764 -0.654
N -0.474 -0.354 0.846
C -0.577 0.197 -0.443
C 0.759 0.048 -1.102
C 0.847 -0.827 1.056
C 1.625 -0.478 -0.197
H 1.374 -0.371 1.883
H 0.992 0.410 -2.072
H -1.139 0.616 2.300
H -2.294 1.372 -2.392
H 2.602 -0.887 -0.415
H 0.859 -1.902 1.193
```

Summary:
SMILES: O/N=C1\C=CCN1O
Molar mass, g mol⁻¹: 114.104
Total charge: 0
HOMO energy, eV: -8.24
LUMO level, eV: 0.87

=====

<b>
This record from the OMol25 dataset describes an isolated molecule of C4H6N2O2. The level of theory is the ωB97M-V functional and the def2-TZVPD basis.

XYZ file:
```
14
C4H6N2O2 the ωB97M-V functional and the def2-TZVPD basis
O -2.842 0.264 0.036
O 1.569 1.795 -0.036
N 1.943 -0.974 0.052
N -0.829 1.320 -0.065
C 0.636 -0.463 -0.098
C -1.485 0.083 0.037
C 0.541 1.000 -0.119
C -0.702 -0.953 -0.183
H -3.172 -0.607 -0.170
H 2.317 -1.447 -0.734
H -1.267 2.123 0.206
H 2.049 -1.420 0.961
H -1.066 -1.933 0.019
H 2.310 1.212 0.093
```

Summary:
SMILES: Nc1cc(O)[nH]c1O
Molar mass, g mol⁻¹: 114.104
Total charge: 0
HOMO energy, eV: -6.80
LUMO level, eV: 0.81

=====

<c>
This record from the OMol25 dataset describes an isolated molecule of C4H6N2O2. The level of theory is the ωB97M-V functional and the def2-TZVPD basis.

XYZ file:
```
14
C4H6N2O2 the ωB97M-V functional and the def2-TZVPD basis
O 2.843 -0.480 0.354
O 0.369 -0.865 -0.595
N -0.051 1.310 -0.176
N 2.148 0.582 -0.187
C -1.713 -0.203 0.786
C -1.306 0.687 -0.367
C -1.097 -0.804 -0.413
C 0.813 0.352 -0.298
H -2.150 1.180 -0.894
H 3.352 -0.878 -0.334
H -2.747 -0.540 0.842
H -1.219 -0.197 1.792
H -1.566 -1.597 -0.936
H 2.325 1.453 0.427
```

Summary:
SMILES: ONC1=N[C@@H]2C[C@@H]2O1
Molar mass, g mol⁻¹: 114.104
Total charge: 0
HOMO energy, eV: -8.75
LUMO level, eV: 0.88

=====

Which structure wins on stability? <b> wins.

=====

<a>
This record from the OMol25 dataset describes an isolated molecule of C4H6N2O2. The level of theory is the ωB97M-V functional and the def2-TZVPD basis.

XYZ file:
```
14
C4H6N2O2 the ωB97M-V functional and the def2-TZVPD basis
O 0.426 1.307 -0.614
O -0.679 -0.819 -2.654
N 0.016 -0.610 0.734
N -0.297 -2.293 -0.779
C 0.414 1.903 0.718
C -0.146 0.068 -0.484
C -0.540 -1.073 -1.301
C -0.136 -1.941 0.563
H -0.627 1.655 1.141
H 1.284 1.552 1.368
H -0.476 -0.060 1.683
H 0.020 -0.022 -2.623
H 0.711 2.973 0.798
H 0.030 -2.641 1.451
```

Summary:
SMILES: COc1[nH]cnc1O
Molar mass, g mol⁻¹: 114.104
Total charge: 0
HOMO energy, eV: -7.76
LUMO level, eV: 0.34

=====

<b>
This record from the OMol25 dataset describes an isolated molecule of C4H6N2O2. The level of theory is the ωB97M-V functional and the def2-TZVPD basis.

XYZ file:
```
14
C4H6N2O2 the ωB97M-V functional and the def2-TZVPD basis
O -2.464 0.330 -0.848
O 1.710 -1.354 -0.569
N -1.112 0.524 -1.316
N 0.761 -0.838 -1.394
C -0.096 -0.218 -0.642
C 1.277 1.693 2.029
C 0.683 0.753 1.553
C -0.191 -0.204 0.852
H 1.904 2.491 2.316
H -1.215 0.119 1.151
H -2.599 -0.687 -0.855
H 2.405 -1.707 -1.167
H 0.011 -1.228 1.206
H -1.075 0.326 -2.315
```

Summary:
SMILES: C#CC/C(=N\O)NO
Molar mass, g mol⁻¹: 114.104
Total charge: 0
HOMO energy, eV: -9.06
LUMO level, eV: 0.66

=====

Which structure wins on stability? <a> wins.